Record 1
Formula: C24H43ErIP2
Source: the Open Molecules 2025 dataset
Level of theory: wB97M-V/def2-TZVPD

Total charge: +1
2S+1: 4
Frontier orbital gap (alpha / beta), eV: 3.865 / 3.930
Relative energy (zero: lowest compared OMol25 entry of this formula, charge and spin), kcal/mol: 151.69
Calculated total energy, eV: -79871.547

Structure (XYZ):
```
71
C24H43ErIP2 (wB97M-V/def2-TZVPD)
Er 0.03270 0.03470 2.78348
C 0.69480 -0.17680 4.96898
C 1.74460 0.37410 4.14568
C -0.03790 1.84980 4.10228
C -0.42350 0.69160 4.90528
C 1.29200 1.66080 3.64778
C 0.81030 -1.40460 5.81578
H 1.50640 -2.13040 5.38678
H -0.15810 -1.89360 5.95138
H 1.18740 -1.13210 6.81008
C -1.73080 0.54480 5.61668
H -1.87470 -0.47780 5.97538
H -2.55530 0.79090 4.94018
H -1.77800 1.21860 6.48248
C -0.86380 3.08250 3.92648
H -0.76680 3.71460 4.81978
H -1.91610 2.82990 3.78318
H -0.53540 3.66280 3.06088
C 2.12870 2.66780 2.92138
H 2.64240 3.32310 3.63718
H 1.51720 3.29760 2.27038
H 2.89850 2.19110 2.30818
C 3.15800 -0.12000 4.08508
H 3.76830 0.39020 4.84248
H 3.61410 0.07310 3.11058
H 3.21830 -1.19310 4.28008
C -0.90980 -1.81540 1.99108
C 0.23740 -2.16240 2.71948
C 1.54530 -2.59670 2.09018
C 1.96680 -1.65500 0.95048
C 1.50280 -0.22320 1.20448
C 0.32400 0.32650 0.64668
C -0.64390 -0.48350 -0.18642
C -1.01470 -1.83490 0.47438
H 1.46470 -3.63640 1.73538
H 1.56370 -2.00440 -0.00532
H 2.31940 -2.59800 2.86468
H -0.38500 -2.64030 0.07898
H -1.85520 -1.86760 2.51968
H 0.07220 -2.53550 3.72678
H -2.04460 -2.08640 0.20588
H -1.55260 0.10850 -0.31042
H 0.30420 1.39870 0.45968
H -0.22570 -0.65760 -1.19032
H 3.05720 -1.66640 0.84528
H 2.30840 0.47590 1.40948
P -1.18350 -0.69670 -4.49582
P -0.83500 2.03450 -6.04802
C -1.19520 -0.75930 -6.36012
C -1.54780 0.59280 -6.99312
H -1.94040 -1.50930 -6.65332
H -0.21870 -1.11480 -6.71692
H -1.14040 0.64090 -8.01082
H -2.63690 0.71440 -7.07302
C -1.65490 3.42870 -6.95982
H -1.20040 4.37640 -6.65332
H -2.71690 3.47040 -6.69952
H -1.55720 3.32300 -8.04752
C 0.83060 2.10360 -6.86432
H 0.75460 2.10900 -7.95862
H 1.42480 1.23820 -6.55402
H 1.35830 3.00670 -6.54152
C -2.63390 -1.80910 -4.17312
H -2.69790 -2.02440 -3.10162
H -2.55840 -2.75620 -4.72152
H -3.55670 -1.30010 -4.46912
C 0.18270 -1.90870 -4.16142
H 1.14740 -1.46440 -4.42412
H 0.05300 -2.84110 -4.72522
H 0.20440 -2.14130 -3.09172
I -2.28970 -2.42900 4.68988
```

---

Record 2
Formula: C5H10N2O
Source: the Open Molecules 2025 dataset
Level of theory: wB97M-V/def2-TZVPD

Frontier orbital gap, eV: 9.379
Relative energy (zero: lowest compared OMol25 entry of this formula, charge and spin), kcal/mol: 95.56
Calculated total energy, eV: -10371.161

Structure (XYZ):
```
18
C5H10N2O (wB97M-V/def2-TZVPD)
C -0.59321 0.06736 -1.39052
C 0.49959 1.97100 0.25198
C 0.10249 0.58308 -0.12070
N 1.89493 -0.88689 0.74079
C -0.88079 -0.58610 0.70898
C -0.27231 -1.19737 -0.57036
O -2.25278 -0.38250 0.86707
N 1.05104 -0.51368 -0.31137
H -2.72100 -0.35066 0.02539
H 1.36313 -1.28966 1.52435
H 2.53235 -1.59446 0.38811
H -0.54829 -1.05900 1.63438
H -1.63855 0.33008 -1.52893
H -0.03714 0.18244 -2.31727
H -0.29937 -2.22472 -0.92754
H 1.16060 1.94327 1.11543
H 1.02544 2.44725 -0.57451
H -0.38613 2.56057 0.48473
```

---

Record 3
Formula: C5H10O3
Source: the Open Molecules 2025 dataset
Level of theory: wB97M-V/def2-TZVPD

SMILES string: C=CCCC(=O)O.O
Frontier orbital gap, eV: 10.613
Relative energy (zero: lowest compared OMol25 entry of this formula, charge and spin), kcal/mol: 26.62
Calculated total energy, eV: -11489.032

Structure (XYZ):
```
18
C5H10O3 (wB97M-V/def2-TZVPD)
C 0.22893 1.63432 -0.39691
C 0.17396 0.39278 0.04455
C -0.14704 -0.04888 1.44130
C 1.10506 -0.64503 2.19709
C 2.20800 -1.11637 1.30251
O 3.20518 -0.53353 0.98569
O 1.91035 -2.36887 0.81947
H 0.00840 2.51042 0.19313
H 0.42689 1.92642 -1.42452
H 0.35276 -0.43405 -0.64443
H -0.89981 -0.81957 1.39597
H -0.46770 0.79730 2.03918
H 0.76888 -1.40960 2.89666
H 1.53591 0.16872 2.76822
H 2.67481 -2.92255 0.62571
O -4.62312 0.71418 -4.61327
H -3.81391 0.99719 -4.15680
H -4.64757 1.15713 -5.47356
```

---

Record 4
Formula: C57H126N6O47P2
Source: the Open Molecules 2025 dataset
Level of theory: wB97M-V/def2-TZVPD

Frontier orbital gap, eV: 8.658
Calculated total energy, eV: -184901.895

Structure (XYZ):
```
238
C57H126N6O47P2 (wB97M-V/def2-TZVPD)
O -4.45261 17.34682 26.42419
P -4.20324 17.50614 24.98473
N -5.49320 18.12643 24.10239
C -5.58929 17.99122 22.67232
C -6.81930 18.12755 24.80202
N -3.92300 15.97663 24.38253
C -2.98116 15.56201 23.32559
C -4.73287 14.88765 24.90356
N -2.79258 18.34921 24.59437
C -2.95101 19.77423 24.74398
C -1.55841 17.77814 25.06518
H -6.54625 18.32615 22.29512
H -5.44925 16.93605 22.36878
H -4.80284 18.61011 22.13978
H -7.42049 17.29887 24.32657
H -7.32507 19.14733 24.65449
H -6.72227 17.93391 25.87109
H -2.15357 16.23563 23.10636
H -2.52096 14.69066 23.61539
H -3.55906 15.42928 22.39730
H -5.41755 15.19328 25.72782
H -5.26055 14.42799 24.04715
H -4.06042 14.13984 25.36597
H -2.93533 20.06106 25.80966
H -2.13727 20.20963 24.26454
H -3.85606 20.05601 24.24365
H -0.72714 18.29191 24.54183
H -1.44292 16.72580 24.91769
H -1.50274 17.95273 26.16115
O -11.12149 17.55174 19.01384
P -9.91766 18.39483 18.78067
N -9.39663 19.29950 20.00562
C -9.95982 20.64097 20.17664
C -9.24708 18.53626 21.28958
N -10.18864 19.48989 17.57982
C -11.61203 19.87711 17.24539
C -9.17822 20.40143 16.99090
N -8.60088 17.42917 18.41438
C -7.20309 17.76360 18.67029
C -8.77726 16.18104 17.71257
H -9.71481 21.30614 19.32703
H -9.57486 20.98553 21.14031
H -11.03544 20.54853 20.16994
H -8.74931 17.61520 21.10435
H -10.16870 18.40695 21.79794
H -8.58100 19.10258 21.87403
H -12.32046 19.03965 17.12943
H -12.00951 20.70634 17.88486
H -11.47252 20.19596 16.25229
H -8.60684 19.97149 16.10924
H -9.75067 21.28630 16.61878
H -8.54794 20.78076 17.73609
H -7.01264 18.77430 18.93925
H -6.88073 17.24384 19.50956
H -6.59689 17.38028 17.80666
H -9.82482 15.87344 17.81241
H -8.20398 15.41008 18.14685
H -8.56273 16.37120 16.66979
C -7.22031 16.37378 27.86659
O -7.70664 15.63076 26.79198
C -7.67303 14.33646 26.94240
O -7.25690 13.75800 27.87538
O -8.17503 13.80492 25.86660
C -8.24687 12.33655 25.98207
H -7.17456 17.47140 27.63853
H -6.19514 16.11167 28.18356
H -8.02010 16.20782 28.64748
H -7.32920 11.75225 25.94620
H -8.89378 12.04348 25.15824
H -8.72998 12.14964 26.92149
C -10.98063 16.36143 26.71832
O -12.17532 16.86739 27.33621
C -11.98690 17.85344 28.23749
O -10.93916 18.28465 28.66833
O -13.21625 18.20852 28.61194
C -13.32072 19.37261 29.46183
H -11.31759 16.12257 25.68156
H -10.50806 15.52737 27.27259
H -10.24631 17.14202 26.64126
H -14.19970 19.24778 30.10159
H -13.37368 20.22617 28.87313
H -12.43707 19.48716 30.07045
C -5.71683 13.07905 21.02698
O -6.96889 13.05774 20.35560
C -7.90412 13.81644 20.86472
O -7.81654 14.74341 21.62042
O -9.06328 13.30894 20.45934
C -10.32257 13.80818 20.91451
H -5.07662 12.26185 20.60255
H -5.78384 12.90249 22.05487
H -5.29472 14.03563 20.88168
H -11.03229 12.98464 21.05804
H -10.69811 14.53005 20.13528
H -10.12392 14.36557 21.83696
C -10.54734 24.65272 17.52870
O -10.75491 23.66895 18.56709
C -10.51233 24.05037 19.84105
O -11.08965 23.52865 20.78910
O -9.58942 25.04372 19.92741
C -9.21320 25.49331 21.21911
H -9.68966 25.26534 17.75223
H -11.40797 25.35503 17.44570
H -10.29353 24.12246 16.59563
H -8.65832 24.71536 21.68792
H -10.03462 25.73658 21.87157
H -8.54159 26.31609 21.09641
C -13.36996 21.98736 22.55944
O -12.92384 20.73573 21.89119
C -13.66992 20.35472 20.88267
O -14.63931 20.91772 20.38483
O -13.19531 19.16337 20.57718
C -13.95384 18.55300 19.42902
H -14.42525 22.09313 22.52255
H -13.03813 22.88854 22.02590
H -12.98388 21.93949 23.52328
H -13.19848 17.91063 18.97118
H -14.26579 19.32539 18.75790
H -14.73270 17.89907 19.77586
C -13.36075 18.75718 25.08243
O -13.60216 20.09171 25.56886
C -12.68946 20.89407 26.08851
O -12.89294 22.08295 26.23601
O -11.52959 20.28570 26.39926
C -10.54947 21.00616 27.15820
H -14.04786 18.70705 24.25325
H -13.58915 18.07433 25.87909
H -12.40309 18.69990 24.71866
H -10.67391 20.98912 28.28857
H -10.54424 22.02878 26.73200
H -9.62764 20.52621 27.03139
C -13.46551 13.44671 25.53340
O -13.18823 13.48978 24.11812
C -13.07474 14.70762 23.51879
O -13.18277 15.82283 24.01390
O -12.91102 14.52222 22.24154
C -13.01852 15.77420 21.43776
H -12.93423 12.54829 25.92395
H -14.55139 13.44641 25.64788
H -13.15633 14.32250 26.08221
H -13.78509 16.36898 21.92370
H -13.42533 15.53016 20.44508
H -12.03495 16.25348 21.46222
C -12.51131 20.69401 13.45455
O -12.94330 21.72603 14.35980
C -13.83060 21.32415 15.28653
O -14.40055 20.26125 15.29651
O -13.93693 22.30154 16.18782
C -14.77454 22.14518 17.34652
H -12.76797 19.78988 13.94881
H -11.39857 20.84960 13.44214
H -13.00581 20.87538 12.48737
H -15.41526 21.26707 17.14537
H -15.26443 23.08898 17.57158
H -14.11944 21.78163 18.19615
C -5.39365 24.17977 18.53048
O -5.99798 24.13221 19.82290
C -6.38988 22.95465 20.24296
O -6.36043 21.93860 19.58687
O -6.53015 22.95533 21.64877
C -6.82198 21.62514 22.09303
H -4.76540 25.07934 18.61563
H -6.16895 24.34988 17.81980
H -4.77821 23.27740 18.38459
H -7.72039 21.18541 21.68173
H -6.80844 21.57178 23.18695
H -5.97802 21.02536 21.77219
C -10.54698 13.41341 16.28792
O -11.17105 14.67620 16.06401
C -12.14788 15.17716 16.82425
O -12.38617 14.86702 17.98239
O -12.95247 15.87437 16.00717
C -14.18404 16.32763 16.61720
H -11.16264 12.69281 15.70591
H -10.62613 13.23551 17.34424
H -9.59195 13.48137 15.82417
H -13.97413 17.13271 17.26446
H -14.63599 15.50748 17.19164
H -14.77763 16.72538 15.80436
C -6.13555 18.22813 13.31600
O -7.43394 18.67128 13.62721
C -8.28951 17.68425 13.99793
O -8.09905 16.46321 13.90651
O -9.39571 18.28200 14.45021
C -10.61352 17.49951 14.77348
H -6.22597 17.29771 12.75199
H -5.51171 18.12294 14.18868
H -5.68102 19.04268 12.71415
H -10.61051 16.43183 14.47163
H -11.39607 18.10274 14.34059
H -10.78185 17.54843 15.81230
C -2.20433 17.90899 13.86246
O -2.49929 18.78935 15.00550
C -3.31547 19.77174 14.64038
O -3.62152 20.11117 13.59054
O -3.68427 20.37716 15.75567
C -4.80787 21.26387 15.52294
H -1.32944 18.19507 13.25932
H -3.11054 17.81927 13.27409
H -1.91806 16.97991 14.36613
H -4.95950 21.90433 16.45214
H -5.70501 20.68521 15.27892
H -4.67936 21.97879 14.70950
C -2.00565 17.53712 20.80523
O -2.79982 17.43559 19.64973
C -2.98788 18.54777 18.96911
O -3.76121 18.74198 18.06087
O -2.14040 19.49284 19.42372
C -1.88758 20.61729 18.56136
H -1.09442 18.15722 20.66484
H -1.67303 16.51155 20.96367
H -2.61408 18.02428 21.57062
H -0.99711 20.45504 17.99943
H -1.80608 21.54354 19.15716
H -2.74709 20.75721 17.80610
C -0.63492 13.53401 17.40315
O -2.04090 13.64505 17.10787
C -2.43114 14.88804 16.74509
O -1.63948 15.81989 16.74077
O -3.70781 14.95483 16.43964
C -4.19682 16.19137 16.03367
H -0.50639 12.61896 17.96271
H -0.30392 14.37388 18.00308
H -0.14940 13.50037 16.44770
H -3.77941 17.01403 16.53017
H -5.21313 16.17921 16.29639
H -4.22290 16.37358 14.94483
C -6.34305 25.91747 12.94604
O -6.85742 24.57027 13.07001
C -6.95070 24.10911 14.32236
O -6.58820 24.67465 15.33878
O -7.42521 22.82428 14.31174
C -7.87021 22.13736 13.16271
H -5.33193 25.90428 13.31032
H -6.98081 26.55941 13.64240
H -6.46627 26.28739 11.90621
H -8.22032 21.14758 13.53174
H -6.98813 22.05937 12.50901
H -8.70588 22.61097 12.67100
```

---

Record 5
Formula: C13H33N6O5
Source: the Open Molecules 2025 dataset
Level of theory: wB97M-V/def2-TZVPD

Total charge: +1
Frontier orbital gap, eV: 7.278
Calculated total energy, eV: -33186.915

Structure (XYZ):
```
57
C13H33N6O5 (wB97M-V/def2-TZVPD)
C -4.42471 -3.20659 -0.34535
N -3.90220 -2.52905 -1.54507
C -2.51600 -2.88189 -1.83526
N -1.57361 -1.96547 -1.13063
C -0.64876 -2.50903 -0.29837
N 0.61747 -2.16583 -0.39644
N -1.10539 -3.36961 0.67576
C -1.58172 -2.71555 1.93018
O -1.32726 -1.34661 1.89581
C -2.45092 -0.53714 1.49847
O -1.99196 0.56604 0.80770
C -1.21563 1.43943 1.61681
C -0.98822 2.77343 0.88223
O -1.99537 3.08474 -0.04265
H -5.37443 -2.73741 -0.08614
H -3.75909 -3.05386 0.49863
H -4.61880 -4.27024 -0.50666
H -4.43914 -2.88791 -2.32732
H -2.37247 -2.74558 -2.90551
H -2.31534 -3.92587 -1.58012
H -1.10030 -1.35570 -1.79008
H 0.98929 -1.87210 -1.28669
H 1.24893 -2.10961 0.39939
H -0.45079 -4.11976 0.85336
H -1.01834 -3.14517 2.75762
H -2.63990 -2.91317 2.11106
H -3.01949 -0.24120 2.38403
H -3.06755 -1.09960 0.79590
H -1.74126 1.63512 2.55836
H -0.24772 1.00357 1.87410
H -1.01621 3.56439 1.63203
H 0.01801 2.80274 0.44819
H -2.14588 2.33655 -0.62493
C -0.43745 7.17586 1.44448
O -0.36658 7.98548 2.34438
N 0.50828 6.99576 0.49761
C 0.36696 6.00212 -0.54551
C 1.69863 7.82889 0.53845
H -1.30248 6.49920 1.32390
H 1.18827 5.28249 -0.48796
H 0.38060 6.47752 -1.52844
H -0.57641 5.47113 -0.42631
H 2.22383 7.68875 1.48369
H 1.42440 8.88076 0.45705
H 2.35603 7.56148 -0.28511
C 3.43393 -3.39271 -0.18959
O 3.48615 -2.70369 0.81592
N 4.43224 -3.59677 -1.05659
C 4.27398 -4.41522 -2.24555
C 5.72573 -2.98007 -0.78489
H 2.50260 -3.91393 -0.47911
H 4.96833 -5.25533 -2.21844
H 4.47250 -3.82177 -3.13925
H 3.25874 -4.80453 -2.29840
H 6.11118 -3.32763 0.17280
H 5.62142 -1.89642 -0.73750
H 6.42390 -3.24345 -1.57404
```